# 1
{
  "formula": "C63H100FN11O2PS2",
  "method": "ωB97M-V/def2-TZVPD",
  "elements": ["C", "C", "C", "N", "C", "C", "C", "N", "C", "C", "C", "P", "O", "O", "C", "C", "F", "C", "C", "C", "C", "C", "C", "C", "S", "C", "S", "N", "C", "C", "C", "C", "C", "C", "C", "C", "C", "C", "C", "C", "H", "H", "H", "H", "H", "H", "H", "H", "H", "H", "H", "H", "H", "H", "H", "H", "H", "H", "H", "H", "H", "H", "H", "H", "H", "H", "H", "H", "H", "H", "H", "H", "H", "H", "H", "H", "H", "H", "H", "H", "H", "H", "H", "H", "C", "C", "C", "C", "N", "H", "H", "H", "H", "H", "H", "H", "C", "C", "C", "C", "N", "H", "H", "H", "H", "H", "H", "H", "C", "C", "C", "C", "N", "H", "H", "H", "H", "H", "H", "H", "C", "C", "C", "C", "N", "H", "H", "H", "H", "H", "H", "H", "C", "C", "C", "C", "N", "H", "H", "H", "H", "H", "H", "H", "C", "C", "C", "C", "N", "H", "H", "H", "H", "H", "H", "H", "C", "C", "C", "C", "N", "H", "H", "H", "H", "H", "H", "H", "C", "C", "C", "C", "N", "H", "H", "H", "H", "H", "H", "H"],
  "positions_angstrom": [[-3.3874, -2.7283, 0.4742], [-3.0118, -1.4772, 0.7056], [-2.3453, -0.1587, 1.3984], [-1.8191, 0.7519, 0.3384], [-2.3226, 0.4834, -1.0327], [-1.8120, 1.7532, -1.9560], [-2.9956, 2.4228, -2.8360], [-3.3974, 0.5461, 2.2669], [-4.4388, 1.2918, 1.4601], [-5.5479, 2.0449, 2.4189], [-3.9166, -0.2806, 3.4015], [-5.4626, -1.3192, 3.1797], [-6.0904, -1.4305, 1.6055], [-6.6421, -0.9639, 4.3834], [-2.7842, -1.2901, 4.0481], [-1.3146, -0.6453, 3.8838], [-1.3046, 0.6295, 4.5805], [-1.0072, -0.5545, 2.2861], [0.2066, 0.4975, 2.1029], [1.4387, 0.3327, 3.1369], [2.8734, 0.5330, 2.3552], [-0.4097, -2.0205, 1.8873], [0.2402, -2.0947, 0.4148], [0.4450, -3.6420, -0.0923], [1.7187, -3.7108, -1.4791], [0.8208, -3.0517, -3.0020], [0.6732, -1.4180, -3.3609], [0.1849, -4.0390, -3.9194], [-1.1366, -4.5109, -3.4319], [-2.3554, -3.6035, -3.0080], [-3.6934, -4.2960, -2.4614], [-3.8819, -5.8549, -2.2980], [-2.6512, -6.7683, -2.7402], [-1.3122, -6.0982, -3.2901], [0.1556, -3.5882, -5.3358], [-1.1181, -3.1609, -6.1578], [-0.9211, -2.6758, -7.6723], [0.4830, -2.6009, -8.3973], [1.7581, -3.0388, -7.5775], [1.5695, -3.5076, -6.0836], [-3.7082, -3.8264, 0.2735], [-1.8264, 1.7456, 0.6081], [-3.4817, 0.5005, -1.1474], [-1.8429, -0.4451, -1.5547], [-1.3379, 2.5960, -1.3088], [-0.9572, 1.4164, -2.6781], [-4.0131, 1.8920, -2.7668], [-2.6031, 2.4653, -3.9354], [-3.0712, 3.5415, -2.5062], [-2.8392, 1.3202, 2.7165], [-3.9268, 2.1875, 0.9089], [-4.9244, 0.6686, 0.6224], [-5.1271, 2.3142, 3.4529], [-6.4418, 1.3031, 2.4729], [-5.9530, 2.9650, 1.8289], [-4.1310, 0.4736, 4.2722], [-6.1667, -2.3707, 1.2930], [-7.4925, -1.4404, 4.1825], [-3.0558, -1.4074, 5.1676], [-2.8586, -2.3071, 3.4994], [-0.5383, -1.3510, 4.3586], [0.6627, 0.5390, 1.0468], [-0.2519, 1.5588, 2.2886], [1.4359, -0.6284, 3.7649], [1.3797, 1.2267, 3.8780], [2.7969, 0.3398, 1.2237], [3.6796, -0.1491, 2.8344], [3.2010, 1.6472, 2.4680], [0.4722, -2.1976, 2.6363], [-1.1535, -2.8906, 2.1240], [-0.4539, -1.6023, -0.3575], [1.3047, -1.6451, 0.4472], [-0.5441, -4.1021, -0.4952], [0.8179, -4.3228, 0.7649], [-2.2607, -2.4452, -3.0930], [-4.6002, -3.6285, -2.1578], [-4.8104, -6.3846, -1.8825], [-2.7800, -7.9157, -2.6078], [-0.4647, -6.8368, -3.5679], [-2.1635, -3.2052, -5.6847], [-1.8348, -2.3285, -8.3073], [0.6228, -2.2366, -9.4759], [2.7849, -3.0021, -8.1071], [2.5232, -3.7933, -5.5009], [6.7165, 2.7707, 1.2067], [7.9294, 2.5848, 2.1129], [8.1315, 1.1280, 2.5338], [6.9231, 0.6508, 3.2962], [5.9609, 0.2775, 3.9038], [5.7875, 2.4960, 1.7138], [6.6236, 3.8175, 0.9060], [6.8074, 2.1628, 0.3009], [7.8106, 3.2158, 3.0005], [8.8241, 2.9341, 1.5882], [9.0164, 1.0375, 3.1700], [8.2785, 0.4912, 1.6565], [6.3048, -4.6586, -1.2747], [6.7044, -5.7141, -0.2487], [5.5023, -6.4512, 0.3458], [4.5985, -5.4717, 1.0489], [3.8812, -4.6920, 1.6080], [5.6928, -3.8711, -0.8259], [7.1942, -4.1793, -1.6925], [5.7401, -5.1065, -2.0988], [7.2770, -5.2324, 0.5511], [7.3683, -6.4411, -0.7267], [5.8403, -7.2043, 1.0631], [4.9369, -6.9610, -0.4399], [0.1677, 4.8101, -1.2100], [0.7903, 5.9678, -0.4362], [2.2747, 6.1646, -0.7528], [3.0432, 4.9214, -0.3849], [3.6515, 3.9321, -0.0901], [0.6389, 3.8571, -0.9504], [-0.8961, 4.7252, -0.9751], [0.2677, 4.9617, -2.2897], [0.6600, 5.7881, 0.6366], [0.2490, 6.8872, -0.6761], [2.6706, 7.0115, -0.1860], [2.4167, 6.3731, -1.8172], [6.0489, 0.1394, 7.1491], [6.2594, 0.6087, 8.5850], [7.6216, 1.2720, 8.8004], [8.7231, 0.2913, 8.4901], [9.5981, -0.4890, 8.2436], [6.7761, -0.6256, 6.8638], [5.0546, -0.3006, 7.0354], [6.1340, 0.9743, 6.4470], [6.1539, -0.2493, 9.2578], [5.4702, 1.3209, 8.8457], [7.7189, 1.6023, 9.8383], [7.7289, 2.1482, 8.1542], [-6.8860, -5.7070, 4.0560], [-6.6442, -6.8546, 3.0808], [-5.5430, -6.5486, 2.0628], [-5.9259, -5.3446, 1.2418], [-6.2320, -4.3869, 0.5889], [-7.2295, -4.8053, 3.5409], [-7.6579, -5.9804, 4.7799], [-5.9728, -5.4618, 4.6077], [-7.5803, -7.0794, 2.5585], [-6.3685, -7.7496, 3.6464], [-5.3982, -7.4040, 1.3969], [-4.5944, -6.3497, 2.5704], [-5.7361, -5.8739, -5.3168], [-5.5172, -4.4208, -5.7241], [-6.7996, -3.7373, -6.2041], [-7.3421, -4.4573, -7.4119], [-7.7722, -5.0299, -8.3720], [-6.0740, -6.4827, -6.1600], [-4.8020, -6.3114, -4.9549], [-6.4803, -5.9493, -4.5169], [-4.7592, -4.3845, -6.5142], [-5.1167, -3.8683, -4.8682], [-6.5937, -2.6969, -6.4708], [-7.5563, -3.7414, -5.4140], [-2.9236, 8.5803, -4.8446], [-1.4325, 8.2639, -4.7932], [-1.1351, 6.8960, -4.1745], [-1.6444, 6.8541, -2.7566], [-2.0620, 6.8272, -1.6184], [-3.3602, 8.6299, -3.8432], [-3.0895, 9.5511, -5.3188], [-3.4658, 7.8229, -5.4199], [-0.9231, 9.0478, -4.2226], [-1.0280, 8.2914, -5.8096], [-0.0572, 6.7107, -4.1728], [-1.6152, 6.1003, -4.7518], [5.0516, 8.7474, 2.0197], [5.2418, 10.2060, 1.6163], [3.9499, 10.8602, 1.1211], [3.4394, 10.1292, -0.0939], [3.0348, 9.5476, -1.0601], [4.7384, 8.1318, 1.1717], [5.9909, 8.3310, 2.3929], [4.2996, 8.6538, 2.8099], [6.0083, 10.2610, 0.8360], [5.6184, 10.7667, 2.4774], [4.1348, 11.9054, 0.8579], [3.1837, 10.8376, 1.9016]],
  "atomic_forces_ev_per_a": [[2.15, 6.50, 1.42], [-1.38, -6.28, 0.29], [1.70, -1.71, -2.04], [-1.76, -1.68, 0.00], [0.30, 2.08, -2.22], [0.18, 0.00, -0.26], [1.22, 0.93, -0.38], [0.95, 1.19, -0.15], [-1.32, 2.74, -0.99], [-0.48, -1.24, -1.32], [-0.07, 1.39, 2.55], [-0.75, -5.74, 0.32], [0.03, 1.67, 1.18], [0.11, 1.08, -2.07], [-0.13, 0.52, -0.29], [-1.20, -1.28, -0.67], [-0.10, -1.57, -1.29], [1.11, -0.68, 1.10], [-0.23, 1.18, 0.17], [0.63, 1.12, -0.08], [-0.12, 0.24, 0.56], [0.67, -0.38, 0.79], [-0.13, -1.17, -0.02], [-1.16, 0.58, 0.42], [-1.30, 0.04, -0.62], [-1.31, 1.05, -0.26], [0.65, -2.14, 0.88], [-1.05, 1.39, -0.26], [-3.43, -2.75, 1.88], [0.03, -3.66, 0.27], [1.76, -1.88, -0.57], [4.57, 1.57, -1.80], [0.07, 4.00, -0.04], [-2.97, 1.27, 1.14], [0.67, 1.46, -4.55], [3.74, 0.06, -1.61], [2.69, -0.63, 1.07], [-0.28, -1.42, 4.41], [-4.01, -0.03, 1.75], [-2.03, 0.78, -1.88], [0.66, 2.73, 0.25], [0.04, -0.81, -0.37], [1.93, -0.47, 0.38], [-1.06, 1.38, 1.53], [-0.86, -1.67, -0.91], [-1.57, 0.45, 1.44], [1.64, 0.83, -0.15], [-1.14, -0.19, 1.88], [-0.27, -2.05, -0.59], [-0.42, -0.87, -0.32], [-0.49, -1.96, 1.05], [0.83, 0.50, 1.81], [-0.77, -0.27, -1.68], [1.45, 1.43, 0.46], [0.97, -1.58, 1.27], [0.23, -1.28, -1.64], [0.31, 0.71, 0.72], [1.23, 0.57, 0.10], [0.41, 0.09, -1.98], [0.25, 1.71, 1.02], [-1.22, 1.44, -0.55], [-1.16, -0.37, 1.60], [0.87, -1.72, -0.34], [-0.03, 1.36, -1.15], [-0.02, -1.78, -1.06], [0.06, 0.06, 1.74], [-1.35, 1.31, -0.95], [-0.49, -2.08, -0.20], [-1.55, 0.35, -1.34], [1.15, 1.71, -0.73], [1.36, -0.46, 1.16], [-1.95, -0.43, -0.21], [1.64, 0.87, 0.74], [-0.23, 1.13, -1.55], [-0.30, -2.39, 0.22], [1.95, -1.20, -0.66], [1.45, 1.29, -0.76], [0.56, 2.28, -0.42], [-1.45, 1.72, 0.44], [1.87, 0.07, -0.94], [1.72, -0.81, 1.52], [-0.52, -0.65, 1.90], [-1.87, -0.15, 1.30], [-1.84, 0.45, -0.94], [0.01, 0.10, -0.01], [-0.19, 0.30, -0.20], [-0.71, -0.01, 0.55], [-3.21, -1.59, 2.14], [4.32, 1.72, -2.77], [0.09, -0.02, -0.08], [-0.03, -0.14, -0.03], [-0.06, 0.07, 0.07], [0.11, -0.14, -0.03], [0.01, -0.13, 0.13], [-0.19, -0.15, 0.03], [-0.13, -0.02, 0.14], [0.03, 0.07, -0.06], [0.21, 0.27, -0.20], [-0.29, 0.73, 0.46], [-2.72, 2.49, 2.02], [3.16, -3.45, -2.56], [-0.01, -0.11, -0.02], [-0.10, -0.07, 0.00], [0.04, 0.07, 0.06], [-0.08, -0.16, -0.02], [-0.11, -0.04, 0.14], [-0.20, 0.12, 0.02], [-0.07, 0.13, 0.13], [0.04, -0.19, 0.21], [-0.28, -0.09, -0.02], [0.26, -0.86, 0.46], [2.39, -3.32, 0.93], [-2.79, 4.38, -1.27], [0.13, 0.08, -0.07], [0.14, 0.10, -0.09], [-0.03, -0.10, 0.08], [0.09, 0.09, -0.09], [0.19, -0.07, 0.09], [0.10, -0.15, -0.14], [0.11, -0.06, 0.13], [-0.04, 0.05, 0.04], [-0.28, -0.24, -0.18], [0.47, -0.79, -0.09], [3.29, -2.52, -0.80], [-4.00, 3.50, 1.09], [-0.02, 0.12, 0.01], [0.09, 0.09, -0.06], [-0.03, -0.16, 0.04], [0.08, 0.17, 0.04], [0.15, 0.01, 0.08], [0.18, -0.06, -0.13], [0.11, -0.15, 0.02], [-0.01, 0.00, 0.11], [-0.35, 0.09, 0.30], [-0.48, 0.57, -0.43], [-0.81, 3.28, -2.39], [1.40, -4.14, 3.05], [0.08, -0.05, 0.00], [0.12, 0.02, -0.06], [-0.11, 0.02, -0.04], [0.18, -0.06, -0.02], [0.06, 0.05, -0.19], [0.03, 0.23, -0.09], [-0.08, 0.14, -0.14], [0.10, -0.10, -0.01], [0.20, -0.27, 0.10], [-0.06, -0.52, -0.80], [-1.76, -1.80, -3.39], [2.00, 2.56, 4.36], [-0.05, 0.11, 0.06], [-0.11, 0.07, 0.00], [0.05, -0.02, -0.06], [-0.11, 0.09, 0.06], [-0.06, 0.05, -0.10], [-0.16, -0.12, -0.10], [-0.01, -0.06, -0.17], [-0.07, 0.05, -0.03], [-0.21, 0.36, -0.10], [-0.25, 0.25, 0.85], [-1.97, -0.28, 5.07], [2.12, 0.28, -6.37], [0.05, -0.06, -0.07], [0.00, -0.13, 0.02], [0.02, 0.09, 0.06], [0.05, -0.17, -0.06], [0.07, -0.11, 0.14], [-0.12, -0.07, 0.15], [-0.02, 0.02, 0.19], [0.04, -0.06, 0.06], [0.24, -0.28, 0.10], [-0.03, -0.48, -0.76], [-1.66, -1.83, -3.39], [1.84, 2.53, 4.37], [-0.01, 0.08, 0.05], [-0.12, 0.03, 0.00], [0.07, -0.02, -0.07], [-0.13, 0.11, 0.07], [-0.10, 0.06, -0.14], [-0.16, -0.14, -0.10], [-0.02, -0.05, -0.18]],
  "mulliken_charge": [-0.747, -0.997, 0.048, -0.067, 1.198, 0.642, -1.016, -0.010, -0.263, -0.881, -0.133, 0.159, -0.460, -0.508, -0.967, 0.197, -0.433, 0.655, -0.974, -0.584, -1.012, -1.453, 0.616, -0.242, -0.058, -0.025, -0.045, 0.306, -0.030, 0.392, -0.998, -0.746, -0.550, -0.537, 0.210, 0.079, -0.499, -0.466, -0.477, -0.166, 0.171, 0.676, 0.075, -1.239, -0.839, 0.418, 0.343, 0.277, 0.214, 0.880, 0.409, 0.184, 0.259, 0.300, 0.359, 0.616, 0.367, 0.361, 0.463, 0.375, 0.565, 0.426, 0.401, 0.329, 0.245, 0.275, 0.195, 0.302, 0.600, 0.128, -0.621, 0.272, 0.017, 0.469, 0.343, 0.603, 0.491, 0.319, 0.342, 0.155, 0.266, 0.316, 0.301, 0.279, -0.858, -0.496, -0.405, 0.301, -0.483, 0.164, 0.322, 0.286, 0.294, 0.335, 0.304, 0.295, -1.051, -0.450, -0.332, 0.275, -0.496, 0.296, 0.333, 0.278, 0.295, 0.312, 0.302, 0.263, -0.931, -0.774, 0.225, 0.253, -0.486, 0.667, 0.327, -0.045, 0.294, 0.362, -0.206, 0.304, -1.074, -0.487, -0.353, 0.226, -0.453, 0.362, 0.334, 0.232, 0.317, 0.317, 0.285, 0.269, -1.066, -0.536, -0.368, 0.446, -0.678, 0.265, 0.368, 0.289, 0.307, 0.343, 0.331, 0.310, -1.191, 0.223, -0.511, 0.197, -0.450, 0.467, 0.237, 0.287, 0.224, -0.102, 0.339, 0.314, -1.143, -0.531, -0.286, 0.343, -0.602, 0.336, 0.341, 0.293, 0.308, 0.346, 0.276, 0.350, -1.001, -0.428, -0.406, 0.303, -0.488, 0.204, 0.335, 0.308, 0.297, 0.315, 0.303, 0.282],
  "molar_mass_g_mol": 1157.674,
  "total_charge": 1,
  "homo_ev": -9.72,
  "homo_lumo_gap_ha": 0.26012
}



# 2
{
  "formula": "C2H4O3P",
  "method": "ωB97M-V/def2-TZVPD",
  "elements": ["C", "C", "O", "O", "O", "P", "H", "H", "H", "H"],
  "positions_angstrom": [[-0.0770, 0.1531, -1.0343], [-1.2680, -0.4995, -0.9743], [-0.1921, 0.7138, 2.6809], [0.6589, 0.7098, -1.8175], [2.0266, -0.9257, 0.2864], [1.1272, 0.1858, 0.3316], [-1.4597, -0.8854, -0.0306], [-1.8261, -0.7758, -1.8252], [-0.5856, -0.1166, 2.3486], [1.5958, 1.4405, 0.0345]],
  "atomic_forces_ev_per_a": [[-3.18, -1.94, 1.68], [1.70, 0.94, -0.42], [1.06, -0.96, -2.05], [1.83, 1.70, -2.48], [2.31, -2.10, 0.79], [-3.16, 1.83, 0.93], [-0.80, -0.73, 1.43], [-0.60, -0.09, -0.84], [-0.05, 0.46, 0.47], [0.89, 0.90, 0.49]],
  "mulliken_charge": [0.743, -1.042, -0.893, -0.575, -0.520, 0.511, 0.175, 0.303, 0.241, 0.057],
  "molar_mass_g_mol": 107.025,
  "total_charge": -1,
  "homo_ev": [-4.32, -4.32],
  "homo_lumo_gap_ha": [0.28538, 0.28536]
}



# 3
{
  "formula": "C5H8N2",
  "method": "ωB97M-V/def2-TZVPD",
  "elements": ["C", "C", "C", "C", "N", "C", "N", "H", "H", "H", "H", "H", "H", "H", "H"],
  "positions_angstrom": [[2.3088, 0.7830, -0.8650], [1.2303, -0.2760, -1.1176], [0.0749, -0.1496, -0.1856], [-0.1159, 0.6703, 0.8872], [-1.3381, 0.4133, 1.4722], [-1.8918, -0.5059, 0.7425], [-1.0533, -0.9207, -0.2517], [2.0354, 1.7325, -1.3179], [3.2452, 0.5105, -1.3409], [2.4124, 0.9934, 0.1983], [0.8861, -0.1218, -2.1439], [1.6712, -1.2671, -1.1239], [0.5129, 1.4021, 1.3694], [-2.8507, -0.9583, 0.9504], [-1.3946, -1.4233, -1.0550]],
  "atomic_forces_ev_per_a": [[-0.38, 0.23, -0.05], [0.08, 0.56, -0.59], [0.72, 0.31, 0.05], [-0.33, -0.16, 0.56], [-0.20, 0.27, 0.09], [0.13, -0.14, 0.40], [-0.84, -0.08, -0.34], [-0.25, 0.12, -0.05], [0.21, -0.18, 0.27], [0.42, -0.27, -0.02], [-0.14, -0.12, -0.10], [-0.02, -0.29, 0.33], [0.22, -0.08, -0.35], [0.04, 0.00, -0.22], [0.36, -0.17, 0.02]],
  "mulliken_charge": [-1.215, -0.167, 0.082, -0.107, -0.641, -0.315, -0.129, 0.294, 0.357, 0.291, 0.265, 0.286, 0.375, 0.378, 0.245],
  "molar_mass_g_mol": 96.133,
  "smiles": "CCc1cnc[nH]1",
  "homo_ev": -8.60,
  "homo_lumo_gap_ha": 0.34977
}



# 4
{
  "formula": "C7H6BN4O4",
  "method": "ωB97M-V/def2-TZVPD",
  "elements": ["N", "C", "C", "C", "C", "N", "O", "O", "N", "C", "C", "N", "O", "O", "C", "H", "H", "H", "B", "H", "H", "H"],
  "positions_angstrom": [[3.5620, 0.6926, 1.2539], [2.4597, 0.3486, 1.0571], [1.1050, -0.0886, 0.8793], [0.4229, -0.0450, -0.3561], [-0.8551, -0.6057, -0.4100], [-1.6652, -0.8386, -1.5225], [-1.5377, -0.6184, -2.7152], [-2.8276, -1.4895, -1.0180], [-2.7449, -1.6678, 0.3528], [-1.5397, -1.1377, 0.6989], [-0.8672, -1.1004, 1.9848], [-1.4203, -1.5280, 3.2379], [-2.5687, -1.9990, 3.3297], [-0.6647, -1.3942, 4.2367], [0.4449, -0.6065, 2.0202], [0.8449, 0.3685, -1.2683], [0.9781, -0.5965, 2.9780], [1.0810, 1.5877, -2.1401], [1.3833, 2.4788, -2.9632], [2.6078, 2.5828, -2.9835], [0.9498, 2.1305, -4.0622], [0.8517, 3.5265, -2.5900]],
  "atomic_forces_ev_per_a": [[-2.49, -0.85, -0.39], [2.41, 0.98, 0.13], [-1.27, -0.15, -1.24], [1.00, -0.45, 0.80], [-0.87, -0.36, -0.72], [0.52, 0.26, 0.31], [-0.42, -0.45, 1.83], [1.04, 0.61, -0.23], [1.93, 0.89, 0.21], [-2.03, -1.15, 0.50], [1.36, 0.73, -0.92], [-0.44, -0.68, 2.55], [1.98, 0.94, -0.84], [-1.52, -0.34, -1.57], [-1.14, -0.35, 0.35], [0.31, 0.25, -0.10], [-0.39, -0.08, -0.48], [0.12, 0.37, -0.31], [-0.10, -0.14, 0.09], [-0.06, 0.00, 0.01], [0.03, 0.04, 0.07], [0.05, -0.07, -0.04]],
  "mulliken_charge": [-0.503, 0.020, 0.132, -0.756, 0.812, 0.776, -0.623, -0.190, -0.555, 0.715, -0.403, 0.918, -0.562, -0.610, -0.418, 0.741, 0.544, -0.460, -0.081, -0.163, -0.164, -0.170],
  "molar_mass_g_mol": 220.961,
  "total_charge": -1,
  "homo_ev": -5.36,
  "homo_lumo_gap_ha": 0.20059
}